(1)
Computed, not measured: a structure of composition C48H48N2O3P2V, with ωB97M-V/def2-TZVPD.

Positions of all 104 atoms, in Å:
V (-0.291, -0.937, -0.245)
C (1.922, -0.269, 2.486)
P (0.887, 1.173, 3.045)
C (-0.844, 0.592, 3.063)
C (-1.278, -0.624, 2.571)
C (-2.624, -0.974, 2.588)
C (-3.567, -0.091, 3.097)
C (-3.150, 1.153, 3.567)
C (-1.803, 1.487, 3.544)
C (1.297, 0.997, 4.835)
C (2.357, 1.764, 5.339)
C (2.655, 1.778, 6.698)
C (1.888, 1.028, 7.585)
C (0.842, 0.257, 7.100)
C (0.550, 0.245, 5.739)
C (2.474, -0.255, 1.109)
C (3.742, 0.154, 0.751)
C (3.772, 0.148, -0.672)
C (2.531, -0.305, -1.070)
C (1.967, -0.366, -2.463)
P (0.357, 0.554, -2.564)
C (-0.188, 0.118, -4.272)
C (-1.439, -0.472, -4.436)
C (-1.915, -0.804, -5.705)
C (-1.140, -0.544, -6.825)
C (0.110, 0.055, -6.676)
C (0.576, 0.384, -5.411)
C (0.840, 2.302, -2.761)
C (2.160, 2.734, -2.763)
C (2.463, 4.082, -2.947)
C (1.445, 5.005, -3.132)
C (0.116, 4.589, -3.100)
C (-0.183, 3.248, -2.898)
N (1.732, -0.572, 0.017)
H (1.429, -1.224, 2.731)
H (2.761, -0.180, 3.176)
H (-0.552, -1.314, 2.158)
H (-2.940, -1.934, 2.194)
H (-4.616, -0.364, 3.125)
H (-3.876, 1.869, 3.934)
H (-1.487, 2.462, 3.903)
H (2.951, 2.365, 4.656)
H (3.470, 2.390, 7.067)
H (2.100, 1.054, 8.647)
H (0.242, -0.334, 7.782)
H (-0.281, -0.354, 5.381)
H (4.528, 0.464, 1.430)
H (4.595, 0.420, -1.321)
H (1.699, -1.384, -2.765)
H (2.715, 0.002, -3.168)
H (-2.050, -0.661, -3.559)
H (-2.891, -1.262, -5.814)
H (-1.507, -0.795, -7.814)
H (0.717, 0.268, -7.549)
H (1.542, 0.870, -5.306)
H (2.962, 2.022, -2.606)
H (3.498, 4.405, -2.946)
H (1.684, 6.049, -3.293)
H (-0.686, 5.310, -3.224)
H (-1.221, 2.933, -2.840)
C (-0.689, 5.932, 0.675)
O (-2.000, 5.470, 0.344)
C (-2.161, 4.139, 0.219)
C (-3.484, 3.745, -0.147)
C (-3.738, 2.431, -0.321)
C (-2.733, 1.432, -0.153)
C (-3.046, 0.068, -0.319)
C (-4.439, -0.442, -0.461)
O (-2.135, -0.811, -0.330)
C (-1.408, 1.831, 0.236)
O (-0.464, 1.010, 0.460)
C (-1.158, 3.229, 0.410)
H (-0.763, 7.013, 0.758)
H (0.027, 5.668, -0.107)
H (-0.357, 5.510, 1.625)
H (-4.243, 4.500, -0.297)
H (-4.738, 2.136, -0.617)
H (-4.968, -0.359, 0.494)
H (-4.408, -1.486, -0.760)
H (-5.002, 0.126, -1.205)
H (-0.146, 3.509, 0.669)
C (-0.298, -4.729, 1.675)
N (1.152, -4.961, 1.347)
C (1.342, -6.304, 0.720)
C (1.775, -3.830, 0.503)
C (1.206, -3.732, -0.869)
C (1.790, -4.549, -1.845)
C (1.246, -4.642, -3.119)
C (0.083, -3.933, -3.395)
C (-0.455, -3.091, -2.427)
C (0.095, -2.894, -1.144)
H (-0.764, -5.693, 1.856)
H (-0.756, -4.219, 0.839)
H (-0.351, -4.107, 2.563)
H (1.671, -4.948, 2.219)
H (0.756, -6.337, -0.193)
H (1.008, -7.059, 1.427)
H (2.396, -6.432, 0.486)
H (2.839, -4.066, 0.506)
H (1.596, -2.927, 1.063)
H (2.695, -5.108, -1.612)
H (1.711, -5.265, -3.875)
H (-0.383, -4.005, -4.373)
H (-1.347, -2.529, -2.697)

The spin multiplicity is 4. The value obtained for the LUMO energy (spin up / spin down) is -0.248 / -0.256 eV. The HOMO energy (spin up / spin down) is -5.7 / -6.3 eV. For the HOMO-LUMO gap (spin up / spin down), the calculation gives 5.47 / 6.00 eV.

Mulliken atomic charge list, values in e, 4 entries: 0.68 -1.03 -0.16 -0.06

---

(2)
Computed, not measured: a structure of composition C5H6N2, with ωB97M-V/def2-TZVPD.

Positions of all 13 atoms, in Å:
C (2.240, -0.893, -0.693)
C (1.130, -1.203, -1.358)
C (-1.277, 1.081, 0.393)
C (-2.500, 0.999, 0.870)
C (1.511, -0.223, 0.396)
N (-0.894, -0.072, -0.327)
N (0.354, -0.415, -0.265)
H (3.286, -1.198, -0.848)
H (0.747, -1.663, -2.282)
H (-0.448, 1.864, 0.510)
H (-2.899, 0.002, 0.651)
H (-2.988, 1.799, 1.516)
H (1.739, -0.076, 1.439)

The spin multiplicity is 1. The value obtained for the LUMO energy (spin up / spin down) is -0.183 / -0.003 eV. The HOMO energy (spin up / spin down) is -7.2 / -7.6 eV. For the HOMO-LUMO gap (spin up / spin down), the calculation gives 7.04 / 7.61 eV.

Mulliken atomic charge list, values in e, 4 entries: -0.45 -0.51 -0.01 -0.66

---

(3)
Computed, not measured: a cluster of 2 separate species, C2H5O4 in total, with ωB97M-V/def2-TZVPD.

Positions of all 11 atoms, in Å:
C (0.839, 0.706, -2.020)
C (0.288, 0.570, -0.633)
O (-2.645, -1.074, 2.875)
O (0.700, -0.340, 0.044)
O (-0.477, -0.979, 2.867)
O (-1.572, -1.240, 3.500)
H (0.290, -0.079, -2.558)
H (1.772, 0.198, -1.859)
H (0.823, 1.609, -2.575)
H (-0.465, 1.276, -0.592)
H (0.445, -0.647, 0.951)

The net charge is +1. The spin multiplicity is 1. The value obtained for the LUMO energy (spin up / spin down) is -6.652 / -6.657 eV. The HOMO energy (spin up / spin down) is -16.4 / -16.4 eV. For the HOMO-LUMO gap (spin up / spin down), the calculation gives 9.72 / 9.72 eV.

Mulliken atomic charge list, values in e, 4 entries: -1.00 0.33 -0.14 -0.23

---

(4)
Computed, not measured: a structure of composition C18H28As2Cl4NiO2Si, with ωB97M-V/def2-TZVPD.

Positions of all 56 atoms, in Å:
Ni (0.075, 0.029, 0.006)
C (-0.786, 3.693, -0.164)
As (-1.180, 1.937, 0.567)
C (-3.102, 1.852, 0.414)
C (-0.820, 2.221, 2.450)
C (-1.660, 2.958, 3.277)
C (-1.359, 3.105, 4.623)
C (-0.213, 2.521, 5.144)
C (0.636, 1.799, 4.318)
C (0.337, 1.646, 2.970)
As (1.473, 0.649, 1.752)
C (2.905, 1.940, 1.467)
C (2.372, -0.681, 2.809)
H (-1.402, 4.452, 0.317)
H (-0.981, 3.687, -1.235)
H (0.265, 3.921, 0.004)
H (-3.589, 2.499, 1.140)
H (-3.398, 0.817, 0.572)
H (-3.378, 2.163, -0.592)
H (-2.561, 3.412, 2.882)
H (-2.023, 3.667, 5.267)
H (0.016, 2.622, 6.197)
H (1.525, 1.338, 4.733)
H (3.311, 2.272, 2.422)
H (2.520, 2.799, 0.919)
H (3.691, 1.467, 0.880)
H (2.976, -0.205, 3.580)
H (3.003, -1.251, 2.130)
H (1.612, -1.330, 3.236)
Cl (-2.144, -3.836, 2.883)
C (-2.706, -2.378, 2.060)
Cl (-3.861, -1.467, 3.072)
C (-1.539, -1.444, 1.703)
O (-0.722, -1.144, 2.566)
O (-1.603, -1.026, 0.501)
H (-3.240, -2.681, 1.170)
Cl (0.360, 1.039, -2.442)
C (1.387, 0.402, -3.760)
Cl (1.463, -1.347, -3.779)
H (2.382, 0.802, -3.613)
H (0.947, 0.747, -4.686)
C (4.194, -3.961, 0.940)
Si (2.799, -4.037, -0.301)
C (1.665, -5.453, 0.117)
C (3.503, -4.256, -2.016)
C (1.860, -2.479, -0.236)
C (1.172, -1.476, -0.173)
H (4.786, -4.880, 0.916)
H (3.806, -3.838, 1.954)
H (4.863, -3.123, 0.727)
H (2.201, -6.406, 0.120)
H (0.849, -5.520, -0.606)
H (1.220, -5.306, 1.104)
H (4.110, -5.162, -2.084)
H (4.129, -3.403, -2.286)
H (2.701, -4.332, -2.754)

The spin multiplicity is 1. The value obtained for the LUMO energy (spin up / spin down) is -0.004 / 0.177 eV. The HOMO energy (spin up / spin down) is -8.4 / -8.0 eV. For the HOMO-LUMO gap (spin up / spin down), the calculation gives 8.35 / 8.13 eV.

Mulliken atomic charge list, values in e, 4 entries: -0.10 -1.14 1.00 -1.19

---

(5)
Computed, not measured: a structure of composition C29H22N7O2RbS, with ωB97M-V/def2-TZVPD.

Positions of all 62 atoms, in Å:
Rb (-0.367, -0.432, -0.706)
N (3.950, 1.349, 1.423)
C (2.752, 1.125, 0.836)
N (1.824, 0.378, 1.311)
C (2.047, -0.299, 2.516)
N (1.223, -1.152, 2.991)
N (0.123, -1.548, 2.338)
C (-1.001, -1.429, 2.915)
C (-2.254, -1.914, 2.307)
C (-3.265, -2.432, 3.113)
C (-4.463, -2.802, 2.526)
C (-4.621, -2.631, 1.159)
C (-3.553, -2.126, 0.434)
N (-2.393, -1.783, 0.985)
C (3.270, -0.004, 3.276)
C (3.504, -0.494, 4.559)
C (4.666, -0.165, 5.230)
C (5.611, 0.662, 4.630)
C (5.392, 1.167, 3.364)
C (4.220, 0.838, 2.690)
H (4.635, 1.939, 0.986)
H (2.588, 1.630, -0.111)
H (-1.080, -0.950, 3.895)
H (-3.107, -2.548, 4.177)
H (-5.264, -3.213, 3.127)
H (-5.553, -2.875, 0.668)
H (-3.631, -1.989, -0.640)
H (2.755, -1.134, 5.003)
H (4.842, -0.545, 6.228)
H (6.519, 0.919, 5.158)
H (6.120, 1.815, 2.891)
O (-1.431, -1.152, -4.297)
S (-0.200, -0.423, -4.058)
O (0.599, -0.078, -5.211)
N (-0.421, 0.750, -2.993)
C (-1.374, 1.703, -3.258)
C (-1.823, 2.008, -4.545)
C (-2.778, 2.993, -4.794)
C (-3.331, 3.720, -3.774)
C (-2.941, 3.445, -2.452)
C (-3.509, 4.127, -1.354)
C (-3.151, 3.793, -0.079)
C (-2.209, 2.767, 0.102)
N (-1.635, 2.123, -0.886)
C (-1.969, 2.438, -2.165)
C (0.828, -1.553, -3.089)
C (2.195, -1.344, -2.984)
C (2.966, -2.226, -2.240)
C (2.368, -3.302, -1.595)
C (1.001, -3.518, -1.718)
C (0.234, -2.650, -2.481)
H (-1.395, 1.458, -5.372)
H (-3.080, 3.187, -5.817)
H (-4.066, 4.492, -3.964)
H (-4.238, 4.908, -1.539)
H (-3.581, 4.294, 0.778)
H (-1.914, 2.473, 1.106)
H (2.644, -0.514, -3.515)
H (4.038, -2.090, -2.178)
H (2.973, -3.992, -1.021)
H (0.541, -4.376, -1.246)
H (-0.825, -2.818, -2.641)

The spin multiplicity is 1. The value obtained for the LUMO energy is -0.264 eV. The HOMO energy is -6.7 eV. For the HOMO-LUMO gap, the calculation gives 6.39 eV.

Mulliken atomic charge list, values in e, 4 entries: 0.89 0.02 -0.38 -0.12